{"formula": "C4H12N4", "method": "ωB97M-V/def2-TZVPD", "elements": ["C", "C", "C", "N", "N", "N", "C", "N", "H", "H", "H", "H", "H", "H", "H", "H", "H", "H", "H", "H"], "coordinates": [[0.059, -1.248, 0.285], [-0.894, 1.258, 2.683], [-0.265, 0.100, -2.573], [-0.984, -0.393, 0.615], [-0.150, 0.850, 1.493], [0.788, 0.190, -1.558], [1.010, -0.993, -0.799], [2.080, -1.651, -1.049], [-1.344, 0.210, -0.122], [0.171, 1.618, 0.899], [1.666, 0.432, -2.004], [2.220, -2.412, -0.387], [0.661, 0.043, 1.525], [-0.102, -2.290, 0.551], [-1.217, 0.353, 3.196], [-0.271, 1.866, 3.345], [-1.779, 1.825, 2.395], [-0.431, 1.086, -3.011], [-0.018, -0.611, -3.371], [-1.198, -0.231, -2.114]], "forces_ev_per_a": [[-1.0, -0.2, -0.9], [0.4, -0.1, 0.2], [0.0, 0.0, 0.1], [0.6, -0.6, -0.5], [1.4, -1.8, 0.0], [0.0, 0.3, 0.0], [-0.1, 0.0, 0.4], [0.0, 0.0, -0.2], [0.4, 0.1, 0.0], [-0.1, -0.1, 0.0], [0.0, -0.1, 0.0], [-0.2, 0.1, 0.0], [-1.7, 2.2, 0.6], [0.2, 0.2, 0.5], [0.1, 0.1, 0.0], [-0.1, 0.0, 0.0], [0.1, 0.0, -0.1], [0.0, -0.1, 0.0], [0.0, 0.0, 0.0], [0.0, 0.0, -0.1]]}


{"formula": "C4H12N4O", "method": "ωB97M-V/def2-TZVPD", "elements": ["C", "C", "C", "N", "N", "N", "N", "C", "O", "H", "H", "H", "H", "H", "H", "H", "H", "H", "H", "H", "H"], "coordinates": [[1.289, 0.208, 0.031], [-2.351, 0.106, 0.671], [-1.077, -0.776, 0.276], [2.072, 1.026, 0.926], [2.097, -0.925, -0.359], [0.806, 1.043, -1.110], [-1.360, -1.917, -0.434], [0.006, -0.142, 0.747], [-2.120, 1.486, 0.589], [-1.494, 1.646, -0.134], [2.965, 1.270, 0.520], [1.571, 1.880, 1.147], [2.942, -0.622, -0.830], [1.568, -1.539, -0.968], [0.258, 0.472, -1.746], [1.589, 1.434, -1.629], [-0.588, -2.496, -0.721], [-2.203, -2.403, -0.166], [-3.121, -0.201, -0.051], [-2.685, -0.113, 1.688], [-0.165, 0.563, 1.553]], "forces_ev_per_a": [[-0.1, -0.1, 0.1], [0.3, -1.7, -0.4], [-1.7, 1.7, 2.2], [0.2, 0.0, 0.2], [0.0, -0.3, 0.2], [0.1, 0.2, 0.0], [0.5, 0.3, -0.9], [0.8, -0.3, -0.8], [0.0, 0.1, -0.1], [0.0, 0.0, 0.1], [0.1, 0.1, 0.0], [0.0, 0.0, -0.1], [-0.1, -0.1, -0.2], [0.3, 0.1, -0.1], [0.0, 0.0, 0.0], [0.0, -0.1, 0.0], [-0.2, -0.2, 0.3], [0.2, 0.1, -0.2], [-0.2, 0.0, 0.2], [-0.1, 0.0, -0.1], [-0.3, 0.2, -0.4]], "smiles": "N/C(=C\\C(N)(N)N)CO"}


{"formula": "C4H12N4O", "method": "ωB97M-V/def2-TZVPD", "elements": ["C", "N", "N", "C", "C", "H", "H", "H", "H", "H", "H", "H", "H", "C", "N", "N", "O", "H", "H", "H", "H"], "coordinates": [[1.676, 0.672, 0.377], [0.829, 0.193, -0.724], [0.151, 1.137, -1.520], [0.992, -1.081, -1.243], [0.424, -1.637, -2.319], [0.756, 1.423, -2.294], [-0.050, 1.991, -0.996], [1.672, -1.687, -0.647], [1.672, -0.046, 1.203], [1.313, 1.629, 0.766], [2.706, 0.808, 0.031], [-0.274, -1.085, -2.939], [0.642, -2.662, -2.595], [-1.511, -0.253, 1.983], [-1.710, -0.658, 0.712], [-1.502, 1.092, 2.112], [-1.363, -1.014, 2.925], [-1.525, 1.400, 3.075], [-1.173, -0.147, 0.008], [-1.598, -1.657, 0.596], [-2.129, 1.579, 1.488]], "forces_ev_per_a": [[0.2, -0.3, -0.6], [-0.2, 0.1, 0.8], [0.2, 0.2, -0.5], [0.2, -0.1, 0.3], [-0.2, 0.4, -0.2], [-0.1, 0.0, 0.0], [0.1, -0.6, 0.1], [-0.1, 0.2, 0.0], [-0.1, 0.1, -0.2], [-0.1, -0.3, -0.2], [0.1, 0.1, 0.1], [0.1, 0.0, 0.0], [0.0, 0.2, 0.2], [0.1, -1.2, 1.0], [0.1, -0.6, -1.6], [0.0, 1.7, 0.4], [0.0, 0.0, 0.1], [0.0, 0.0, -0.2], [-0.4, -0.2, 0.2], [-0.1, 0.1, 0.1], [0.1, 0.1, 0.1]], "smiles": "C=CN(C)N.NC(N)=O"}


{"formula": "C4H12N4O2S", "method": "ωB97M-V/def2-TZVPD", "elements": ["C", "C", "C", "C", "N", "N", "N", "N", "O", "O", "S", "H", "H", "H", "H", "H", "H", "H", "H", "H", "H", "H", "H"], "coordinates": [[2.678, 1.359, 1.090], [-1.478, -1.361, 0.035], [-0.399, -0.967, 1.080], [-1.695, -0.330, -1.184], [2.579, -2.425, -0.649], [1.777, -1.778, -0.223], [1.119, -0.892, 0.214], [-2.345, 1.031, -0.809], [0.193, 1.405, -0.010], [2.241, 0.875, -1.375], [1.539, 0.924, -0.172], [2.812, 2.391, 1.083], [2.277, 1.059, 2.097], [3.681, 1.068, 0.627], [-2.399, -1.530, 0.697], [-1.417, -2.297, -0.368], [-0.401, 0.029, 1.616], [-0.290, -1.752, 1.921], [-0.685, -0.083, -1.507], [-2.371, -0.787, -1.993], [-2.660, 1.385, -1.645], [-1.683, 1.720, -0.404], [-3.071, 0.954, -0.120]], "forces_ev_per_a": [[0.5, -1.8, 0.2], [-1.8, 4.1, 2.0], [1.4, -1.7, 0.1], [-0.7, -1.1, 1.2], [-0.5, -0.4, -0.1], [3.8, -3.4, -1.7], [-5.2, 5.1, 3.5], [2.3, -1.6, 2.1], [1.4, 0.5, 0.0], [0.3, -0.1, -1.7], [-0.7, -0.4, 1.3], [-0.5, 2.3, -0.1], [1.0, -0.1, -1.0], [-1.2, -0.6, 1.3], [0.8, 0.7, -0.9], [1.1, -2.5, -1.1], [-0.2, -1.2, -1.2], [0.1, 1.0, -1.7], [-0.5, 0.0, -0.7], [1.2, 0.7, 1.2], [-1.5, 1.4, -2.4], [0.0, -0.6, -0.4], [-1.0, -0.3, 0.2]], "smiles": "CS(=O)(=O)N(CCC[NH3+])[N+]#N", "total_charge": 2}


{"formula": "C4H12N6", "method": "ωB97M-V/def2-TZVPD", "elements": ["C", "C", "C", "C", "N", "N", "N", "N", "N", "N", "H", "H", "H", "H", "H", "H", "H", "H", "H", "H", "H", "H"], "coordinates": [[0.752, -2.119, 0.140], [1.361, 0.307, 0.181], [0.001, 0.875, -0.324], [-1.303, 0.382, 0.390], [-0.457, -1.939, -0.101], [1.684, -0.970, 0.227], [2.216, 1.298, 0.397], [-0.178, 0.796, -1.732], [-1.435, 0.153, 1.680], [-2.365, 0.350, -0.357], [1.254, -2.998, 0.126], [0.013, 1.979, -0.061], [-0.850, -2.821, -0.291], [2.561, -1.246, 0.601], [1.757, 2.204, 0.567], [3.178, 1.280, 0.415], [0.268, 1.436, -2.328], [-0.145, -0.053, -2.120], [-2.315, 0.052, 2.065], [-0.679, 0.085, 2.324], [-3.240, 0.058, 0.088], [-2.699, 0.721, -1.190]], "forces_ev_per_a": [[-0.4, 3.8, -1.0], [0.0, 1.1, -0.3], [-1.0, 0.8, 0.9], [0.6, 0.6, -0.9], [1.0, 1.1, 0.1], [-1.8, -1.0, 0.3], [-3.5, 0.4, 0.1], [-0.6, 2.6, 2.2], [2.0, 0.5, -1.1], [-2.4, -1.2, 2.3], [1.7, -2.8, 0.3], [0.0, -1.2, -0.2], [-1.2, -1.4, -0.1], [1.1, 0.1, 0.2], [0.9, -0.5, -0.4], [2.6, -0.5, 0.3], [0.7, 1.3, -0.4], [0.0, -4.2, -1.6], [-2.1, -0.3, 0.9], [0.6, 0.0, 0.2], [0.5, -0.1, 0.4], [1.2, 1.1, -2.4]], "smiles": "[H]/N=C/NC(=[NH2+])[C@@H](N)C(N)=[NH2+]", "total_charge": 2}


{"formula": "C4H12NO", "method": "ωB97M-V/def2-TZVPD", "elements": ["C", "C", "C", "N", "H", "H", "H", "H", "H", "H", "H", "H", "H", "C", "O", "H", "H", "H"], "coordinates": [[0.127, 1.036, -1.215], [0.578, -0.429, -1.539], [1.751, -0.930, -0.668], [-1.256, 1.012, -0.872], [0.389, 1.776, -2.061], [0.784, 1.338, -0.365], [0.801, -0.516, -2.612], [-0.271, -1.049, -1.250], [1.499, -0.809, 0.420], [2.692, -0.363, -0.911], [2.007, -1.991, -0.885], [-1.672, 1.898, -0.552], [-1.294, 0.390, 0.014], [-0.766, -0.201, 2.647], [-0.456, -0.530, 1.252], [-0.595, -1.103, 3.272], [-0.175, 0.689, 2.930], [-1.860, 0.048, 2.734]], "forces_ev_per_a": [[2.0, 0.5, -0.3], [0.1, 0.4, 0.5], [0.9, 0.4, -0.1], [-1.8, -0.2, 1.1], [-0.6, -1.1, 0.9], [-0.3, 0.1, -0.2], [-0.1, -0.2, 0.2], [-0.1, -0.1, -0.4], [0.0, -0.1, -1.0], [-0.6, -0.3, 0.3], [-0.3, 0.5, 0.2], [0.8, -0.2, -0.4], [0.4, 0.4, -0.9], [-0.2, -0.8, -3.3], [-0.7, 0.5, 2.4], [0.2, 0.6, 0.3], [-0.1, -0.3, 0.6], [0.5, 0.0, 0.3]], "total_charge": -1}


{"formula": "C4H12NO", "method": "ωB97M-V/def2-TZVPD", "elements": ["O", "C", "C", "N", "C", "C", "H", "H", "H", "H", "H", "H", "H", "H", "H", "H", "H", "H"], "coordinates": [[1.728, 1.240, 0.463], [1.107, 0.391, -0.438], [-0.428, 0.354, -0.212], [-0.866, -1.031, 0.230], [-0.571, -2.113, -0.768], [-0.960, 1.373, 0.766], [2.496, 1.677, 0.073], [1.492, -0.638, -0.369], [1.250, 0.643, -1.500], [-0.930, 0.530, -1.165], [-0.396, -1.113, 1.138], [-1.855, -0.978, 0.469], [0.328, -2.630, -0.483], [-0.502, -1.670, -1.753], [-1.415, -2.792, -0.774], [-0.230, 1.586, 1.555], [-1.296, 2.317, 0.365], [-1.804, 0.953, 1.339]], "forces_ev_per_a": [[0.2, 0.3, 0.2], [-0.4, -0.7, -1.0], [-0.3, 0.8, -0.7], [0.5, 0.9, 0.3], [-0.6, -0.1, 0.4], [-0.1, -0.4, 1.8], [-0.1, -0.2, 0.0], [0.1, 0.1, 0.2], [0.2, 0.3, 0.4], [0.0, -0.3, 0.0], [0.0, -0.8, -0.2], [-0.1, -0.1, -0.3], [0.2, -0.1, -0.1], [0.2, 0.1, -0.1], [0.0, -0.2, 0.1], [0.0, 0.1, -0.3], [0.1, 0.0, -0.5], [-0.1, 0.2, -0.4]], "smiles": "C[NH2+][C@@H](C)CO", "total_charge": 1}


{"formula": "C4H12NO", "method": "ωB97M-V/def2-TZVPD", "elements": ["C", "C", "C", "C", "N", "H", "H", "H", "H", "H", "H", "H", "H", "H", "H", "H", "H", "O"], "coordinates": [[-2.055, 1.667, 0.602], [-1.681, 0.259, 1.043], [-1.003, -0.596, 0.014], [0.278, -0.897, 0.115], [1.109, -1.552, -0.875], [-1.202, 2.188, 0.175], [-2.326, 2.267, 1.476], [-2.997, 1.655, 0.050], [-2.550, -0.294, 1.421], [-1.098, 0.366, 1.966], [-1.598, -0.704, -0.891], [0.791, -0.470, 0.968], [1.922, -0.966, -1.150], [1.536, -2.383, -0.434], [0.651, -1.942, -1.690], [3.012, 1.026, -1.283], [4.081, 0.176, -0.698], [3.131, 0.201, -0.809]], "forces_ev_per_a": [[-0.7, 0.0, 0.6], [0.0, -0.4, 1.4], [-0.2, 1.1, -0.7], [-0.7, 1.1, 0.6], [0.7, -1.5, 0.4], [-0.2, 0.0, -0.6], [0.2, -0.2, 0.2], [0.5, 0.2, -0.7], [-0.2, 0.2, -0.4], [0.5, -0.3, -0.4], [0.2, -0.6, 0.0], [0.5, -0.6, -0.1], [0.0, 0.3, 0.1], [0.0, 0.3, -0.1], [-0.6, 0.3, -0.3], [-0.3, 0.4, -0.1], [0.5, -0.4, 0.2], [-0.1, 0.2, -0.2]], "total_charge": 1}


{"formula": "C4H12NO", "method": "ωB97M-V/def2-TZVPD", "elements": ["O", "C", "C", "N", "C", "C", "H", "H", "H", "H", "H", "H", "H", "H", "H", "H", "H", "H"], "coordinates": [[0.875, -1.662, -0.433], [2.011, -0.995, 0.065], [2.024, 0.497, -0.287], [0.784, 1.035, -0.239], [-2.618, 0.657, 1.199], [-2.634, 0.261, -0.278], [0.205, -0.974, -0.522], [2.945, -1.430, -0.297], [1.989, -1.124, 1.159], [2.488, 0.672, -1.285], [2.699, 0.994, 0.469], [-2.024, -0.034, 1.797], [0.828, 1.940, -0.744], [-2.001, 1.559, 1.317], [-3.628, 0.801, 1.564], [-3.326, -0.575, -0.348], [-1.684, -0.116, -0.672], [-2.984, 1.060, -0.923]], "forces_ev_per_a": [[0.6, 0.8, -0.1], [-0.3, 0.0, 0.4], [-0.7, -2.4, 0.4], [0.6, 0.7, -0.9], [1.7, 0.5, -0.6], [-0.5, -0.6, 0.5], [-0.6, -0.5, 0.0], [-0.1, -0.2, -0.2], [0.4, 0.0, 0.0], [0.4, 0.6, 0.1], [0.0, 0.7, -0.3], [-0.6, -0.5, 0.1], [-0.4, 0.2, 0.4], [-0.6, 0.4, 0.1], [0.1, 0.1, 0.3], [-0.1, -0.1, -0.5], [0.1, 0.2, 0.1], [0.0, 0.1, -0.1]], "total_charge": 1}


{"formula": "C4H12NO", "method": "ωB97M-V/def2-TZVPD", "elements": ["C", "C", "C", "C", "O", "N", "H", "H", "H", "H", "H", "H", "H", "H", "H", "H", "H", "H"], "coordinates": [[1.461, -0.742, 2.815], [1.178, 0.212, 1.745], [0.475, -0.165, 0.615], [-0.014, -1.509, 0.304], [-0.828, -0.264, -1.826], [-1.596, 2.312, -2.681], [2.532, -0.809, 3.037], [1.074, -1.725, 2.578], [1.023, -0.402, 3.760], [1.379, 1.267, 1.826], [0.090, 0.541, -0.093], [-0.624, -1.373, -0.653], [-0.553, -2.020, 1.099], [0.751, -2.199, -0.063], [-2.573, 2.478, -2.484], [-1.400, -0.880, -2.333], [-1.260, 2.712, -3.549], [-1.341, 1.325, -2.587]], "forces_ev_per_a": [[0.2, 0.1, 0.2], [-1.3, -0.4, -0.1], [-0.7, -0.3, 0.0], [0.8, 0.1, 1.3], [-0.4, -1.1, 0.3], [0.3, -0.1, 0.2], [0.0, -0.1, -0.1], [0.1, -0.2, 0.1], [0.0, 0.2, 0.0], [0.5, 0.2, 0.2], [0.8, 0.7, -0.3], [-0.4, 0.6, -1.3], [0.1, 0.0, 0.2], [-0.1, 0.0, -0.8], [0.0, 0.1, -0.3], [0.2, 0.1, 0.1], [-0.4, 0.0, 0.0], [0.3, 0.1, 0.4]], "total_charge": 1}


{"formula": "C4H12NO", "method": "ωB97M-V/def2-TZVPD", "elements": ["O", "C", "C", "N", "C", "C", "H", "H", "H", "H", "H", "H", "H", "H", "H", "H", "H", "H"], "coordinates": [[0.748, 0.353, 2.124], [-0.281, 1.345, 1.741], [-0.296, 1.397, 0.188], [0.423, 0.177, -0.370], [-0.522, -0.922, -0.751], [0.164, -1.800, -1.775], [0.972, 0.559, 3.037], [-0.024, 2.224, 2.258], [-1.154, 0.789, 2.079], [0.447, 2.157, -0.065], [-1.268, 1.465, -0.238], [0.843, 0.419, -1.268], [1.031, -0.150, 0.341], [-1.478, -0.691, -1.210], [-0.804, -1.371, 0.200], [0.218, -1.210, -2.690], [-0.224, -2.767, -2.075], [1.206, -1.975, -1.526]], "forces_ev_per_a": [[0.0, 0.9, -0.5], [0.1, -4.0, -0.4], [2.9, 0.3, 1.2], [-3.6, 0.7, -2.1], [-0.4, -2.0, 0.6], [1.2, 0.3, -0.4], [0.3, -0.3, 0.0], [-0.4, 1.4, 0.1], [-0.7, 1.1, 0.2], [-0.9, 0.6, -0.4], [-0.5, 0.4, -0.4], [0.7, 0.3, 0.5], [1.4, -0.5, 0.9], [0.1, 1.4, 0.1], [0.2, -0.5, 0.0], [-0.1, 0.0, -0.3], [-0.6, 0.1, 0.5], [0.3, -0.2, 0.3]], "smiles": "CC[NH2+]CCO", "total_charge": 1}


{"formula": "C4H12NO", "method": "ωB97M-V/def2-TZVPD", "elements": ["C", "C", "C", "C", "N", "O", "H", "H", "H", "H", "H", "H", "H", "H", "H", "H", "H", "H"], "coordinates": [[2.336, -0.362, 0.394], [0.500, 1.368, -0.076], [-2.554, -0.342, -0.475], [0.999, -0.050, -0.386], [-0.107, -0.855, 0.130], [-3.144, -0.022, 0.589], [2.206, -0.166, 1.456], [2.518, -1.442, 0.339], [3.077, 0.213, -0.106], [0.293, 1.425, 0.931], [-0.266, 1.496, -0.838], [1.235, 2.049, -0.332], [-2.309, 0.270, -1.357], [-2.211, -1.390, -0.414], [1.185, -0.234, -1.415], [-0.140, -1.013, 1.150], [-0.180, -1.816, -0.336], [-3.438, 0.870, 0.744]], "forces_ev_per_a": [[-2.2, -0.9, -0.6], [0.6, -1.8, -3.4], [2.2, -1.6, 0.5], [0.8, 0.4, 3.4], [-1.7, -2.8, -1.3], [-0.2, -0.6, 0.1], [0.2, 0.5, 0.0], [0.3, 0.2, -0.3], [1.0, 0.3, 0.1], [-1.1, 0.4, 2.1], [-0.7, 0.6, 0.7], [1.6, 1.6, -0.3], [-0.5, 0.1, 0.6], [-0.9, 0.6, -0.7], [-0.3, -0.2, -1.0], [0.4, 0.3, -0.7], [0.5, 1.6, 1.0], [-0.2, 1.2, -0.3]], "total_charge": 1}


{"formula": "C4H12NO", "method": "ωB97M-V/def2-TZVPD", "elements": ["C", "C", "C", "C", "O", "N", "H", "H", "H", "H", "H", "H", "H", "H", "H", "H", "H", "H"], "coordinates": [[1.307, -1.672, -0.042], [0.151, -0.661, 0.033], [0.378, 0.578, -0.835], [-0.716, 1.642, -0.688], [-1.856, 1.176, 0.055], [-0.090, -0.269, 1.461], [1.187, -2.551, 0.614], [2.242, -1.343, 0.424], [1.266, -1.975, -1.094], [-0.711, -1.202, -0.338], [1.410, 0.961, -0.808], [0.401, 0.198, -1.872], [-0.420, 2.593, -0.227], [-1.070, 1.815, -1.709], [-2.679, 1.176, -0.442], [-1.031, 0.156, 1.555], [-0.335, -1.047, 2.085], [0.564, 0.425, 1.827]], "forces_ev_per_a": [[-0.5, -0.1, 0.9], [1.4, -0.5, 0.0], [0.4, -0.6, -0.5], [-1.0, 0.4, -0.9], [0.2, -0.5, 0.6], [-2.3, 0.1, 0.7], [-0.9, 0.0, -0.5], [0.2, 0.7, -1.1], [1.0, -0.1, 0.3], [-0.5, 0.2, 0.4], [-0.3, 0.2, 0.8], [-0.5, 0.0, 0.3], [0.3, -0.4, -0.2], [0.2, 0.6, 0.2], [0.3, 0.2, -0.2], [0.3, 0.9, -1.0], [1.5, -0.3, 0.0], [0.3, -0.5, 0.2]], "smiles": "C[C@@H]([NH3+])CCO", "total_charge": 1}


no.,E (eV),E_LUMO (eV),maximum force (eV/Å)
1,-10299.0963,0.69,2.9
2,-12348.9059,0.72,3.3
3,-12349.7377,0.68,1.8
4,-25211.3892,-8.65,8.1
5,-13266.5980,-8.08,4.5
6,-7879.1930,4.49,3.4
7,-7873.0823,-3.25,1.9
8,-7873.1339,-3.31,1.7
9,-7867.4213,-9.98,2.5
10,-7866.0343,-9.47,1.5
11,-7872.7616,-3.04,4.2
12,-7870.9862,-5.50,3.9
13,-7873.1691,-3.40,2.4